Record 1
Here is a molecular structure, H14O7 at a distorted geometry from OMol25. Energies are from ωB97M-V/def2-TZVPD.

Frontier orbital gap   9.92 eV
Energy   -534.95310 Ha
Energy relative to the best compared isomer or geometry (same formula, charge and spin)   107.1 kcal per mole

Geometry as ORCA input:
```
! wB97M-V def2-TZVPD RIJCOSX def2/J DEFGRID3
* xyz 0 1
O 2.029 -1.406 -0.563
H 1.951 -2.359 -0.514
H 1.174 -1.111 -0.876
O 0.183 0.567 0.760
H 0.982 0.062 0.916
H -0.257 0.105 0.046
O -1.300 2.081 -0.303
H -0.898 2.933 -0.469
H -0.705 1.649 0.310
O 3.226 1.155 -0.087
H 2.874 0.271 -0.194
H 4.067 1.026 0.352
O -0.128 -0.892 -0.956
H -0.880 -1.375 -0.615
H -0.363 -0.688 -1.861
O -2.569 0.200 0.306
H -2.798 -0.295 -0.481
H -2.138 0.989 -0.024
O -1.541 -1.316 1.245
H -2.115 -0.550 1.230
H -0.795 -1.046 1.780
*
```



Record 2
Here is 7 unconnected molecules or ions with the total composition H14O7 from OMol25. Energies are from ωB97M-V/def2-TZVPD.

SMILES string   O.O.O.O.O.O.O
Frontier orbital gap   11.39 eV
Energy   -535.08396 Ha
Energy relative to the best compared isomer or geometry (same formula, charge and spin)   25.0 kcal per mole

Geometry as ORCA input:
```
! wB97M-V def2-TZVPD RIJCOSX def2/J DEFGRID3
* xyz 0 1
O 6.563 -13.947 7.216
H 6.935 -13.185 6.743
H 5.742 -14.146 6.756
O 11.640 -13.549 5.177
H 12.314 -13.723 4.513
H 10.968 -13.027 4.708
O 9.708 -11.414 7.784
H 10.032 -10.570 7.447
H 9.282 -11.210 8.625
O 8.054 -11.945 5.565
H 8.618 -12.039 6.365
H 8.557 -12.371 4.851
O 6.827 -9.699 4.285
H 6.680 -9.122 5.038
H 7.181 -10.529 4.664
O 7.455 -11.675 2.203
H 7.330 -10.926 2.810
H 6.660 -12.209 2.300
O 9.999 -12.569 3.040
H 9.980 -13.495 2.770
H 9.282 -12.144 2.522
*
```



Record 3
Here is 7 unconnected molecules or ions with the total composition H14O7 at a distorted geometry from OMol25. Energies are from ωB97M-V/def2-TZVPD.

SMILES string   O.O.O.O.O.O.O
Frontier orbital gap   11.43 eV
Energy   -535.01952 Ha
Energy relative to the best compared isomer or geometry (same formula, charge and spin)   65.5 kcal per mole

Geometry as ORCA input:
```
! wB97M-V def2-TZVPD RIJCOSX def2/J DEFGRID3
* xyz 0 1
H -0.588 1.840 0.807
H 0.646 0.910 0.746
H 4.088 2.023 -0.131
H 4.855 0.812 -0.802
H -2.589 -0.182 -1.397
H -2.352 -1.547 -0.769
H -0.740 -4.265 -0.256
H -1.797 -3.380 0.576
H -3.534 3.888 -1.177
H -2.371 3.211 -0.660
H -0.091 -0.268 1.854
H 0.078 -0.720 3.321
H 1.341 -1.751 -1.103
H 2.561 -1.350 -0.448
O -0.250 1.013 0.413
O 4.891 1.806 -0.612
O -2.326 -1.124 -1.578
O -0.961 -3.403 0.181
O -3.158 3.699 -0.361
O 0.231 -0.011 2.651
O 2.067 -1.202 -1.254
*
```



Record 4
Here is 7 unconnected molecules or ions with the total composition H14O7 from OMol25. Energies are from ωB97M-V/def2-TZVPD.

SMILES string   O.O.O.O.O.O.O
Frontier orbital gap   10.93 eV
Energy   -535.03976 Ha
Energy relative to the best compared isomer or geometry (same formula, charge and spin)   52.8 kcal per mole

Geometry as ORCA input:
```
! wB97M-V def2-TZVPD RIJCOSX def2/J DEFGRID3
* xyz 0 1
H 0.270 -0.418 -0.849
H 0.194 0.607 -1.969
H 3.028 -1.040 2.438
H 1.675 -1.254 3.097
H 4.635 0.787 -1.434
H 5.611 -0.206 -0.824
H -4.240 -2.040 -0.942
H -2.890 -1.865 -0.265
H -0.814 3.675 -1.470
H -0.548 3.812 0.020
H 0.420 -2.337 0.263
H -0.250 -2.949 -0.956
H -3.165 2.306 1.667
H -3.094 1.229 0.598
O -0.360 0.065 -1.395
O 2.240 -0.566 2.727
O 4.840 0.331 -0.609
O -3.658 -2.447 -0.290
O -0.961 3.230 -0.628
O 0.403 -2.289 -0.699
O -3.337 1.370 1.519
*
```



Record 5
Here is 7 unconnected molecules or ions with the total composition H14O7 at a distorted geometry from OMol25. Energies are from ωB97M-V/def2-TZVPD.

SMILES string   O.O.O.O.O.O.O
Frontier orbital gap   11.41 eV
Energy   -535.00987 Ha
Energy relative to the best compared isomer or geometry (same formula, charge and spin)   71.5 kcal per mole

Geometry as ORCA input:
```
! wB97M-V def2-TZVPD RIJCOSX def2/J DEFGRID3
* xyz 0 1
H 0.053 0.070 -0.833
H -1.202 -0.409 0.018
H -5.300 0.008 -0.825
H -5.989 -0.572 -2.040
H -0.120 2.063 2.929
H -1.256 1.068 3.416
H -0.565 -2.734 0.373
H 0.253 -2.471 1.625
H 1.972 3.949 -0.341
H 1.573 3.635 -1.771
H 3.282 -3.239 -0.441
H 4.027 -2.001 -0.870
H 2.338 -0.018 -0.487
H 1.168 1.013 -0.158
O -0.704 -0.551 -0.726
O -6.212 -0.383 -1.138
O -0.674 1.377 2.712
O 0.103 -3.110 0.959
O 1.571 4.274 -1.149
O 3.540 -2.794 -1.175
O 2.142 0.827 -0.080
*
```



Record 6
Here is 7 unconnected molecules or ions with the total composition H14O7 at a distorted geometry from OMol25. Energies are from ωB97M-V/def2-TZVPD.

SMILES string   O.O.O.O.O.O.O
Frontier orbital gap   10.05 eV
Energy   -535.05571 Ha
Energy relative to the best compared isomer or geometry (same formula, charge and spin)   42.8 kcal per mole

Geometry as ORCA input:
```
! wB97M-V def2-TZVPD RIJCOSX def2/J DEFGRID3
* xyz 0 1
O -3.063 -0.887 1.137
H -2.386 -0.457 0.543
H -3.390 -1.595 0.594
O 1.613 1.841 -2.412
H 0.680 1.957 -2.275
H 1.767 2.559 -3.042
O -0.552 -2.216 0.914
H -0.725 -1.505 1.487
H 0.327 -2.514 0.987
O -0.071 -0.176 2.906
H 0.309 -0.950 3.297
H 0.578 0.094 2.241
O 1.181 0.403 0.484
H 0.293 0.718 0.281
H 1.756 0.844 -0.129
O 1.982 -0.960 -2.370
H 1.958 -0.005 -2.378
H 2.254 -1.175 -1.487
O -1.476 0.983 -0.135
H -1.783 1.771 0.384
H -1.253 1.267 -1.027
*
```



Record 7
Here is 7 unconnected molecules or ions with the total composition H14O7 at a distorted geometry from OMol25. Energies are from ωB97M-V/def2-TZVPD.

SMILES string   O.O.O.O.O.O.O
Frontier orbital gap   10.61 eV
Energy   -535.06052 Ha
Energy relative to the best compared isomer or geometry (same formula, charge and spin)   39.7 kcal per mole

Geometry as ORCA input:
```
! wB97M-V def2-TZVPD RIJCOSX def2/J DEFGRID3
* xyz 0 1
O -1.831 1.525 1.008
H -2.682 1.395 1.367
H -1.468 2.291 1.460
O 1.263 -1.630 0.927
H 1.048 -1.118 0.125
H 1.581 -2.502 0.693
O 1.762 1.299 -2.891
H 1.463 0.832 -3.670
H 1.158 0.894 -2.214
O -1.099 -1.217 2.366
H -0.364 -1.629 1.924
H -0.762 -0.328 2.515
O -0.143 0.168 -0.743
H -0.898 -0.303 -1.105
H -0.420 0.679 0.020
O -1.439 -2.419 -0.812
H -2.065 -3.185 -0.896
H -0.608 -2.773 -1.198
O 2.041 2.350 0.429
H 1.178 2.556 0.742
H 2.280 3.115 -0.044
*
```



Record 8
Here is 7 unconnected molecules or ions with the total composition H14O7 at a distorted geometry from OMol25. Energies are from ωB97M-V/def2-TZVPD.

SMILES string   O.O.O.O.O.O.O
Frontier orbital gap   10.69 eV
Energy   -535.03004 Ha
Energy relative to the best compared isomer or geometry (same formula, charge and spin)   58.9 kcal per mole

Geometry as ORCA input:
```
! wB97M-V def2-TZVPD RIJCOSX def2/J DEFGRID3
* xyz 0 1
O 0.217 0.030 0.057
H 0.496 0.332 0.917
H 0.511 -0.779 -0.127
O -2.045 1.768 0.170
H -1.192 1.258 0.074
H -1.925 2.107 -0.711
O -2.329 -0.176 2.429
H -2.697 0.256 3.299
H -2.289 0.620 1.826
O 1.210 -2.247 -1.070
H 1.008 -3.017 -0.480
H 2.021 -1.827 -0.764
O -0.813 -1.689 -3.148
H -0.862 -0.672 -3.318
H -0.304 -1.940 -2.296
O 1.416 0.782 2.442
H 1.256 0.322 3.256
H 2.320 0.678 2.061
O 1.715 1.632 -1.626
H 0.917 1.436 -2.169
H 1.370 1.126 -0.824
*
```